# 1
Entry from the OMol25 dataset: 14 unconnected molecules or ions with the total composition C42H68O42 in a non-equilibrium geometry (wB97M-V/def2-TZVPD).

- HOMO energy (eV) = -9.6720
- charge = 0
- electronic energy (a.u.) = -4801.1350
- max |F| (eV Å⁻¹) = 5.05

```
152
Properties=species:S:1:pos:R:3:lowdin_charge:R:1
C -12.830 9.663 25.426 -0.11
C -13.966 9.170 24.476 -0.11
O -13.382 8.064 23.839 0.05
C -12.309 7.636 24.523 -0.48
O -11.790 6.561 24.328 0.14
O -11.929 8.599 25.453 0.06
H -13.176 10.003 26.402 0.13
H -12.229 10.492 25.051 0.11
H -14.280 9.860 23.693 0.10
H -14.890 8.878 24.975 0.13
C -15.902 9.657 19.916 -0.08
C -17.101 9.651 20.804 -0.11
O -17.302 11.052 20.790 0.05
C -16.134 11.752 20.661 -0.55
O -15.912 12.952 20.931 0.11
O -15.252 10.879 20.360 0.04
H -15.998 9.757 18.835 0.14
H -15.116 8.924 20.099 0.10
H -16.995 9.176 21.779 0.14
H -17.908 9.178 20.244 0.14
C -8.898 12.496 25.133 -0.13
C -8.146 12.899 23.917 -0.09
O -8.300 11.827 22.975 0.11
C -9.152 10.991 23.443 -0.61
O -9.451 9.946 22.978 0.18
O -9.564 11.337 24.690 0.06
H -9.526 13.345 25.399 0.13
H -8.284 12.085 25.934 0.14
H -7.119 12.896 24.284 0.14
H -8.434 13.861 23.492 0.12
C -4.657 8.396 20.071 -0.11
C -5.258 8.367 18.676 -0.10
O -6.284 7.430 18.951 0.05
C -6.751 7.655 20.191 -0.57
O -7.850 7.361 20.656 0.14
O -5.758 8.115 20.909 0.08
H -4.228 9.362 20.340 0.14
H -3.942 7.583 20.200 0.14
H -4.446 7.975 18.063 0.14
H -5.661 9.345 18.412 0.12
C -14.993 5.124 20.281 -0.18
C -14.619 4.191 19.266 -0.16
O -13.455 3.716 19.804 0.12
C -13.345 3.909 21.085 -0.48
O -12.553 3.392 21.904 0.11
O -14.444 4.658 21.496 0.09
H -16.070 5.260 20.192 0.14
H -14.762 6.178 20.122 0.12
H -14.383 4.815 18.404 0.12
H -15.357 3.453 18.951 0.15
C -6.367 4.345 20.952 -0.11
C -7.665 4.186 21.683 -0.18
O -7.557 5.046 22.729 0.04
C -6.273 5.548 22.885 -0.49
O -5.768 6.064 23.862 0.15
O -5.595 5.183 21.781 0.06
H -6.516 4.717 19.938 0.11
H -5.864 3.393 20.789 0.14
H -7.819 3.253 22.225 0.13
H -8.594 4.313 21.128 0.12
C -9.766 10.391 19.815 -0.10
C -8.301 10.984 19.925 -0.06
O -7.784 10.411 18.690 0.00
C -8.819 10.055 17.785 -0.53
O -8.739 9.829 16.627 0.18
O -9.952 10.029 18.457 0.05
H -10.526 11.034 20.259 0.09
H -9.694 9.413 20.292 0.11
H -7.859 10.439 20.760 0.11
H -8.367 12.065 20.039 0.13
C -11.716 3.372 24.930 -0.11
C -10.332 3.394 24.334 -0.17
O -9.513 3.426 25.401 0.11
C -10.160 3.635 26.492 -0.63
O -9.647 3.697 27.602 0.11
O -11.442 3.720 26.281 0.10
H -12.270 2.451 24.750 0.13
H -12.271 4.204 24.497 0.10
H -10.267 4.377 23.867 0.12
H -10.074 2.586 23.650 0.14
C -20.521 4.580 16.821 -0.04
O -19.817 5.458 15.916 -0.03
C -18.602 6.053 16.179 -0.54
O -17.891 5.907 17.164 0.08
O -18.299 6.822 15.103 -0.03
C -16.984 7.564 15.047 0.03
H -21.252 3.912 16.366 0.09
H -21.055 5.117 17.605 0.09
H -19.797 3.852 17.188 0.09
H -16.216 6.985 15.560 0.07
H -17.230 8.537 15.474 0.09
H -16.721 7.752 14.007 0.09
C -8.860 1.966 14.913 -0.05
O -9.105 2.488 16.195 0.04
C -8.573 3.643 16.410 -0.64
O -8.149 4.479 15.617 0.10
O -8.646 3.899 17.708 0.01
C -8.761 5.236 18.202 -0.02
H -9.471 1.105 14.642 0.09
H -7.839 1.586 14.939 0.10
H -8.882 2.632 14.050 0.10
H -8.650 5.147 19.283 0.06
H -9.741 5.681 18.031 0.08
H -8.025 5.907 17.760 0.09
C -13.473 7.435 17.559 -0.04
O -12.579 6.797 18.435 0.02
C -12.309 7.374 19.603 -0.52
O -12.855 8.358 20.100 0.10
O -11.191 6.765 20.102 0.00
C -10.891 6.995 21.462 -0.04
H -13.993 8.343 17.864 0.09
H -14.193 6.765 17.089 0.08
H -12.954 7.544 16.607 0.07
H -11.663 6.494 22.047 0.08
H -10.817 8.023 21.818 0.08
H -10.022 6.415 21.769 0.09
C -11.450 14.837 23.512 -0.06
O -12.136 13.632 23.410 0.01
C -12.145 12.877 22.323 -0.53
O -11.472 13.131 21.273 0.07
O -12.883 11.807 22.583 0.01
C -12.717 10.576 21.835 -0.03
H -10.452 14.795 23.076 0.07
H -11.288 15.264 24.501 0.10
H -11.877 15.551 22.807 0.11
H -11.950 9.968 22.315 0.09
H -12.589 10.746 20.766 0.07
H -13.636 10.028 22.041 0.06
C -12.951 1.973 15.599 0.00
O -12.732 3.320 16.134 -0.04
C -12.492 4.387 15.321 -0.55
O -12.770 4.539 14.152 0.12
O -11.455 5.072 15.899 -0.05
C -10.992 6.342 15.269 0.01
H -13.406 2.201 14.635 0.09
H -13.560 1.305 16.207 0.09
H -12.027 1.453 15.345 0.08
H -10.476 5.942 14.397 0.10
H -10.305 6.885 15.919 0.09
H -11.802 7.046 15.076 0.06
C -12.476 9.600 13.562 0.00
O -12.801 9.720 14.991 -0.03
C -12.171 10.628 15.754 -0.55
O -11.294 11.433 15.440 0.11
O -12.839 10.676 16.923 -0.02
C -12.556 11.661 17.909 -0.02
H -12.453 8.521 13.409 0.07
H -11.481 10.000 13.365 0.10
H -13.206 9.843 12.790 0.09
H -12.548 12.614 17.381 0.11
H -11.716 11.503 18.586 0.07
H -13.374 11.663 18.629 0.08
```


# 2
Entry from the OMol25 dataset: 2 unconnected molecules or ions with the total composition C5H14 in a non-equilibrium geometry (wB97M-V/def2-TZVPD).

- HOMO energy (eV) = -11.0507
- charge = 0
- SMILES = CCC.CC
- electronic energy (a.u.) = -198.8696
- max |F| (eV Å⁻¹) = 1.48
- energy relative to the best compared isomer or geometry (same formula, charge and spin) (kJ/mol) = 51.38

```
19
Properties=species:S:1:pos:R:3:lowdin_charge:R:1
C -1.409 -2.159 -2.643 -0.17
C -1.085 -1.138 -1.544 -0.17
H -2.381 -1.994 -3.102 0.06
H -0.697 -2.058 -3.469 0.06
H -1.395 -3.202 -2.338 0.06
H -0.479 -0.339 -1.978 0.06
H -0.585 -1.651 -0.739 0.05
H -1.964 -0.538 -1.304 0.06
C 1.278 1.424 1.757 -0.34
C 1.567 0.461 0.622 -0.13
C -0.221 1.571 2.042 -0.12
H 1.830 1.171 2.676 0.10
H 1.764 2.398 1.625 0.09
H 1.050 -0.492 0.759 0.06
H 2.594 0.172 0.401 0.07
H -0.574 0.671 2.544 0.07
H -0.415 2.540 2.482 0.06
H 1.195 0.930 -0.294 0.07
H -0.777 1.519 1.097 0.06
```


# 3
Entry from the OMol25 dataset: a single C3H2N2O2 molecule in a non-equilibrium geometry (wB97M-V/def2-TZVPD).

- HOMO energy (eV) = -11.7042
- charge = 0
- electronic energy (a.u.) = -375.4525
- max |F| (eV Å⁻¹) = 1.18
- energy relative to the best compared isomer or geometry (same formula, charge and spin) (kJ/mol) = 154.87

```
9
Properties=species:S:1:pos:R:3:lowdin_charge:R:1
N -1.590 -0.840 -0.233 0.23
C -0.754 -0.045 0.243 -0.50
O 0.516 -0.344 0.701 0.05
C 1.514 -0.261 -0.218 -0.30
O 1.329 -0.071 -1.381 0.12
C -1.270 2.442 0.530 0.11
N -1.043 1.289 0.441 0.05
H -1.177 -1.762 -0.371 0.09
H 2.476 -0.398 0.286 0.15
```


# 4
Entry from the OMol25 dataset: a single C27H41N5O2 molecule (wB97M-V/def2-TZVPD).

- HOMO energy (eV) = -7.3737
- charge = 0
- SMILES = CCN(CC)CCCNC(=O)CCC(=O)Nc1ccc2nc(N3CCC(C)CC3)cc(C)c2c1
- electronic energy (a.u.) = -1477.7831
- max |F| (eV Å⁻¹) = 0.71

```
75
Properties=species:S:1:pos:R:3:lowdin_charge:R:1
C 1.499 3.517 0.204 -0.07
H 2.159 3.746 -0.628 0.07
H 0.574 3.107 -0.193 0.05
H 1.269 4.438 0.735 0.07
C 2.174 2.524 1.153 -0.24
N 2.489 1.281 0.479 -0.19
C 1.415 0.340 0.290 -0.18
H 0.504 0.916 0.123 0.10
C 1.122 -0.711 1.381 -0.14
H 2.010 -1.323 1.553 0.10
H 0.344 -1.365 0.983 0.10
C 0.634 -0.127 2.703 -0.17
N 0.114 -1.168 3.569 0.09
C -1.082 -1.089 4.181 -0.51
O -1.797 -0.106 4.110 0.04
C -1.495 -2.340 4.948 -0.08
H -1.674 -2.067 5.989 0.12
H -0.708 -3.093 4.908 0.12
C -2.789 -2.915 4.342 -0.09
H -2.997 -3.889 4.785 0.12
C -2.557 -3.078 2.845 -0.48
O -2.053 -4.074 2.371 0.07
N -2.911 -1.968 2.143 0.13
C -2.470 -1.587 0.868 -0.22
C -2.493 -0.243 0.562 0.03
C -1.944 0.230 -0.636 -0.13
C -1.359 -0.697 -1.540 -0.23
N -0.688 -0.318 -2.641 0.16
C -0.557 0.965 -2.911 -0.28
N 0.158 1.299 -4.029 -0.07
C 0.802 0.222 -4.756 -0.16
H 0.158 -0.654 -4.698 0.11
C 2.179 -0.088 -4.166 -0.14
C 3.058 1.164 -4.170 -0.39
C 4.403 0.893 -3.504 -0.07
H 4.257 0.617 -2.462 0.06
H 4.924 0.082 -4.008 0.08
H 5.033 1.780 -3.538 0.08
C 2.317 2.297 -3.458 -0.14
C 0.938 2.515 -4.089 -0.15
H 0.421 3.332 -3.587 0.10
H 1.052 2.785 -5.145 0.13
H 2.896 3.221 -3.514 0.12
H 2.189 2.033 -2.405 0.10
H 3.234 1.462 -5.212 0.14
H 2.654 -0.886 -4.740 0.12
H 2.043 -0.437 -3.141 0.11
H 0.901 0.538 -5.799 0.12
C -1.202 1.959 -2.121 0.04
C -1.894 1.609 -0.999 -0.22
C -2.571 2.644 -0.155 -0.04
H -2.134 2.672 0.843 0.09
H -3.631 2.415 -0.051 0.09
H -2.470 3.630 -0.603 0.08
H -1.167 2.995 -2.421 0.11
C -1.427 -2.073 -1.240 0.00
C -1.965 -2.513 -0.063 -0.01
H -1.981 -3.563 0.180 0.10
H -1.010 -2.766 -1.953 0.11
H -2.896 0.454 1.282 0.12
H -3.248 -1.186 2.693 0.13
H -3.621 -2.239 4.538 0.12
H 0.645 -2.023 3.618 0.14
H 1.447 0.396 3.220 0.11
H -0.187 0.574 2.535 0.12
H 1.620 -0.217 -0.632 0.11
C 3.824 0.764 0.649 -0.25
H 4.518 1.503 0.229 0.11
H 3.901 -0.144 0.043 0.11
C 4.283 0.449 2.081 -0.08
H 3.707 -0.359 2.521 0.05
H 4.188 1.326 2.717 0.07
H 5.329 0.152 2.064 0.07
H 3.108 2.968 1.503 0.11
H 1.528 2.372 2.028 0.10
```


# 5
Entry from the OMol25 dataset: a single C4H9FO molecule in a non-equilibrium geometry (wB97M-V/def2-TZVPD).

- HOMO energy (eV) = -10.1861
- charge = 0
- SMILES = CC(C)(O)CF
- electronic energy (a.u.) = -332.8819
- max |F| (eV Å⁻¹) = 3.87
- energy relative to the best compared isomer or geometry (same formula, charge and spin) (kJ/mol) = 46.26

```
15
Properties=species:S:1:pos:R:3:lowdin_charge:R:1
C 0.891 0.669 0.942 0.00
C 0.198 -0.026 -0.286 -0.54
C -1.246 0.690 -0.496 -0.02
C -0.089 -1.544 0.090 -0.12
H 1.862 1.001 0.648 0.07
H 0.234 1.509 1.156 0.07
H 0.939 0.045 1.818 0.07
H -1.074 1.712 -0.550 0.04
H -1.926 0.445 0.302 0.07
H -1.627 0.351 -1.513 0.10
H 1.453 0.793 -1.595 0.13
H -0.835 -2.034 -0.626 0.15
H 0.835 -2.069 0.184 0.11
O 0.952 -0.065 -1.470 -0.04
F -0.567 -1.478 1.395 -0.08
```


# 6
Entry from the OMol25 dataset: a single C6H12O molecule (wB97M-V/def2-TZVPD).

- HOMO energy (eV) = -9.7603
- charge = 0
- SMILES = CC(C)[C@H]1C[C@H]1O
- electronic energy (a.u.) = -311.0166
- max |F| (eV Å⁻¹) = 0.32
- energy relative to the best compared isomer or geometry (same formula, charge and spin) (kJ/mol) = 111.91

```
19
Properties=species:S:1:pos:R:3:lowdin_charge:R:1
C 1.527 1.215 -0.012 -0.07
C 0.687 -0.055 0.152 -0.42
C 1.456 -1.297 -0.292 -0.07
C -0.639 0.125 -0.564 -0.23
C -1.771 -0.853 -0.380 -0.06
C -1.844 0.487 0.273 -0.33
O -1.723 0.480 1.667 -0.02
H 0.934 2.112 0.205 0.08
H 2.395 1.213 0.656 0.08
H 1.896 1.304 -1.042 0.08
H 0.452 -0.183 1.216 0.13
H 2.351 -1.432 0.326 0.08
H 1.774 -1.223 -1.339 0.08
H 0.838 -2.195 -0.189 0.07
H -0.573 0.598 -1.546 0.14
H -2.428 -1.054 -1.221 0.10
H -1.603 -1.699 0.282 0.11
H -2.552 1.221 -0.112 0.14
H -1.175 1.235 1.922 0.10
```